C58H131O41P5 | the ωB97M-V functional and the def2-TZVPD basis

Results
E_LUMO (alpha / beta): -3.379 / -9.602 eV
Kohn-Sham gap (alpha / beta): 8.6286 / 2.4054 eV
spin multiplicity: 2
expectation value of S²: 0.767
charge: +1
E: -192659.0419 eV

Cartesian coordinates (Å):
C (0.365, -1.459, 2.015)
C (-0.958, -0.736, 2.576)
O (-1.712, -1.615, 3.440)
P (-1.556, -1.568, 5.043)
O (-0.231, -1.159, 5.572)
O (-1.943, -3.003, 5.655)
C (-0.887, -3.974, 5.587)
C (-0.551, -4.565, 6.960)
O (-2.855, -0.681, 5.465)
C (-3.263, -0.447, 6.799)
C (-4.626, -1.169, 7.296)
H (0.890, -1.679, 2.945)
H (0.079, -2.294, 1.375)
H (1.006, -0.813, 1.415)
H (-0.640, 0.155, 3.118)
H (-1.642, -0.487, 1.764)
H (-1.270, -4.729, 4.901)
H (-0.040, -3.669, 4.973)
H (0.437, -5.024, 7.001)
H (-0.607, -3.717, 7.642)
H (-1.169, -5.414, 7.252)
H (-2.443, -0.628, 7.495)
H (-3.471, 0.609, 6.973)
H (-5.370, -0.692, 6.659)
H (-4.674, -2.257, 7.234)
H (-4.784, -0.943, 8.351)
C (-4.065, -3.290, 0.376)
C (-3.565, -4.024, -0.928)
O (-2.125, -3.684, -1.101)
P (-1.521, -4.408, -2.491)
O (-2.181, -3.977, -3.722)
O (0.012, -4.017, -2.219)
C (0.825, -4.661, -1.249)
C (2.328, -4.330, -1.512)
O (-1.555, -5.994, -1.998)
C (-1.994, -6.949, -2.933)
C (-0.833, -7.799, -3.213)
H (-4.232, -3.950, 1.227)
H (-3.505, -2.367, 0.528)
H (-5.050, -2.839, 0.258)
H (-3.771, -5.094, -0.951)
H (-4.042, -3.543, -1.782)
H (0.416, -4.402, -0.272)
H (0.657, -5.738, -1.291)
H (2.658, -3.292, -1.464)
H (2.901, -5.137, -1.057)
H (2.482, -4.405, -2.588)
H (-2.829, -7.590, -2.651)
H (-2.234, -6.452, -3.873)
H (-0.061, -7.192, -3.686)
H (-0.378, -8.330, -2.377)
H (-1.083, -8.649, -3.848)
C (-7.146, 3.932, -0.376)
C (-6.575, 2.744, -0.953)
O (-5.979, 1.975, 0.104)
P (-6.237, 0.390, 0.211)
O (-5.797, -0.475, -0.891)
O (-5.563, -0.015, 1.712)
C (-6.013, 0.769, 2.798)
C (-7.162, -0.001, 3.448)
O (-7.830, 0.256, 0.453)
C (-8.496, -0.996, 0.399)
C (-9.728, -1.027, 1.277)
H (-7.848, 4.489, -0.997)
H (-7.699, 3.635, 0.516)
H (-6.363, 4.655, -0.148)
H (-7.359, 2.184, -1.461)
H (-5.864, 2.952, -1.753)
H (-5.181, 0.751, 3.502)
H (-6.235, 1.812, 2.571)
H (-8.099, -0.158, 2.914)
H (-6.824, -1.004, 3.712)
H (-7.444, 0.509, 4.369)
H (-8.667, -1.298, -0.634)
H (-7.930, -1.828, 0.818)
H (-9.578, -1.600, 2.192)
H (-10.074, -0.038, 1.578)
H (-10.440, -1.546, 0.635)
C (3.418, -3.095, 2.490)
C (2.580, -4.270, 2.038)
O (2.494, -5.304, 3.051)
P (1.981, -6.757, 2.685)
O (2.495, -7.262, 1.360)
O (2.368, -7.662, 3.937)
C (2.277, -9.075, 3.925)
C (0.895, -9.712, 4.167)
O (0.348, -6.631, 2.909)
C (-0.481, -6.692, 1.775)
C (-1.336, -5.503, 1.765)
H (3.150, -2.302, 1.791)
H (3.111, -2.625, 3.424)
H (4.484, -3.319, 2.438)
H (1.616, -3.843, 1.762)
H (2.991, -4.687, 1.119)
H (2.712, -9.426, 2.990)
H (2.992, -9.422, 4.671)
H (0.382, -9.894, 3.222)
H (0.781, -10.745, 4.495)
H (0.277, -9.103, 4.827)
H (0.066, -6.656, 0.833)
H (-1.103, -7.586, 1.786)
H (-2.107, -5.477, 2.536)
H (-0.724, -4.601, 1.785)
H (-1.902, -5.416, 0.837)
C (9.161, 4.613, 1.409)
C (10.543, 4.413, 0.817)
O (10.422, 4.768, -0.532)
P (10.734, 3.828, -1.835)
O (11.425, 2.579, -1.473)
O (11.373, 4.802, -3.088)
C (12.357, 5.754, -2.811)
C (12.268, 6.912, -3.824)
O (9.209, 3.605, -2.299)
C (8.623, 2.384, -2.023)
C (7.174, 2.539, -1.801)
H (8.823, 5.649, 1.432)
H (8.558, 3.928, 0.812)
H (9.181, 4.245, 2.434)
H (11.349, 4.972, 1.293)
H (10.850, 3.378, 0.973)
H (12.207, 6.165, -1.813)
H (13.321, 5.246, -2.777)
H (11.224, 7.008, -4.120)
H (12.693, 7.907, -3.694)
H (12.728, 6.597, -4.761)
H (8.837, 1.585, -2.733)
H (8.909, 1.955, -1.063)
H (6.810, 2.774, -2.802)
H (6.744, 1.559, -1.596)
H (7.019, 3.211, -0.957)
C (-5.433, -1.202, -4.344)
C (-6.732, -0.365, -4.222)
O (-6.901, 0.062, -5.503)
C (-7.492, -0.637, -6.390)
O (-7.948, -1.758, -6.279)
O (-7.323, 0.075, -7.541)
C (-8.044, -0.326, -8.742)
H (-4.530, -0.743, -4.748)
H (-5.564, -2.136, -4.890)
H (-5.190, -1.580, -3.351)
H (-6.676, 0.442, -3.492)
H (-7.572, -0.932, -3.820)
H (-7.564, -1.210, -9.161)
H (-8.139, 0.449, -9.503)
H (-9.102, -0.525, -8.570)
C (-1.102, 2.976, 6.390)
C (-2.076, 2.201, 5.481)
O (-1.869, 2.672, 4.163)
C (-2.730, 3.240, 3.449)
O (-3.919, 3.505, 3.723)
O (-2.150, 3.389, 2.243)
C (-2.954, 3.911, 1.156)
H (-0.077, 2.620, 6.284)
H (-1.459, 2.545, 7.325)
H (-1.072, 4.064, 6.321)
H (-3.115, 2.224, 5.810)
H (-1.757, 1.159, 5.495)
H (-3.522, 2.997, 0.983)
H (-2.314, 4.254, 0.343)
H (-3.557, 4.753, 1.497)
C (5.838, 6.041, 0.372)
C (5.210, 4.808, 0.891)
O (4.358, 4.184, -0.033)
C (3.094, 4.373, 0.057)
O (2.478, 4.805, 1.040)
O (2.628, 4.083, -1.134)
C (1.239, 4.178, -1.363)
H (5.133, 6.831, 0.113)
H (6.472, 5.907, -0.505)
H (6.345, 6.392, 1.270)
H (4.719, 5.032, 1.838)
H (5.979, 4.073, 1.130)
H (0.851, 5.197, -1.361)
H (0.713, 3.531, -0.661)
H (0.983, 3.747, -2.331)
C (3.188, -0.199, -1.233)
C (2.081, 0.672, -1.808)
O (0.911, 0.076, -1.428)
C (-0.303, 0.591, -1.751)
O (-0.454, 1.809, -1.962)
O (-1.238, -0.297, -1.342)
C (-2.579, 0.148, -1.269)
H (3.157, -0.341, -0.153)
H (4.185, 0.148, -1.501)
H (3.088, -1.185, -1.688)
H (2.089, 0.744, -2.896)
H (2.234, 1.742, -1.663)
H (-2.803, 1.058, -0.713)
H (-3.076, -0.656, -0.726)
H (-3.153, 0.254, -2.190)
C (-2.963, 8.015, 1.628)
C (-3.529, 7.425, 0.375)
O (-2.507, 6.935, -0.453)
C (-2.864, 6.454, -1.628)
O (-3.943, 6.611, -2.178)
O (-1.722, 5.777, -2.030)
C (-1.643, 5.105, -3.267)
H (-3.451, 8.985, 1.722)
H (-1.875, 8.055, 1.566)
H (-3.369, 7.438, 2.459)
H (-4.068, 8.194, -0.180)
H (-4.107, 6.525, 0.587)
H (-2.083, 5.638, -4.110)
H (-1.997, 4.080, -3.155)
H (-0.658, 4.821, -3.638)
C (0.109, -1.125, -5.703)
C (0.659, 0.153, -6.293)
O (-0.178, 0.707, -7.296)
C (-1.203, 1.408, -6.952)
O (-1.220, 2.150, -5.967)
O (-2.254, 1.090, -7.753)
C (-3.588, 1.620, -7.526)
H (0.842, -1.615, -5.061)
H (-0.321, -1.725, -6.505)
H (-0.792, -1.012, -5.100)
H (1.553, -0.084, -6.868)
H (0.967, 0.797, -5.469)
H (-4.019, 1.257, -6.593)
H (-4.320, 1.194, -8.212)
H (-3.660, 2.699, -7.666)
C (4.649, 0.961, 2.275)
C (6.002, 0.289, 2.406)
O (6.450, -0.299, 1.213)
C (7.677, -0.496, 0.829)
O (8.589, -0.154, 1.543)
O (7.670, -1.126, -0.400)
C (8.845, -1.565, -1.006)
H (4.551, 1.769, 1.551)
H (4.352, 1.267, 3.278)
H (4.086, 0.093, 1.931)
H (6.130, -0.540, 3.102)
H (6.686, 1.084, 2.704)
H (9.521, -0.722, -1.147)
H (8.696, -1.869, -2.042)
H (9.304, -2.444, -0.553)

Atoms 1-6, force components in eV/Å:
C -1.9 0.9 1.0
C 1.4 -0.5 -0.8
O 0.3 -0.2 1.0
P -0.3 0.0 1.4
O -1.0 0.5 -0.9
O 0.1 1.3 -0.9

***

C3H7NO | the ωB97M-V functional and the def2-TZVPD basis

Results
E_LUMO (alpha / beta): 3.785 / 3.579 eV
relative energy (zero: lowest compared OMol25 entry of this formula, charge and spin): 30.77 kcal/mol
Kohn-Sham gap (alpha / beta): 3.5587 / 6.6772 eV
spin multiplicity: 2
expectation value of S²: 0.759
charge: -1
E: -6759.5062 eV

Cartesian coordinates (Å):
C (-1.345, -0.136, -0.284)
C (-1.885, -0.893, -1.270)
C (0.184, 1.662, -0.089)
N (-0.983, 1.185, -0.465)
H (-1.255, -0.355, 0.778)
H (-1.979, -0.645, -2.334)
H (-2.363, -1.864, -1.087)
H (0.285, 2.732, 0.111)
H (0.954, 1.003, 0.348)
H (3.362, -1.312, 1.671)
H (2.054, -0.833, 1.391)
O (2.969, -0.543, 1.229)

Atoms 1-6, force components in eV/Å:
C 0.3 2.3 -0.8
C -0.7 -1.3 -0.2
C 0.3 -0.3 1.0
N -0.6 -0.5 -0.9
H 0.0 -1.1 0.2
H 0.4 0.6 0.6

***

C4H5N3O | the ωB97M-V functional and the def2-TZVPD basis

Results
E_LUMO: 0.755 eV
relative energy (zero: lowest compared OMol25 entry of this formula, charge and spin): 158.51 kcal/mol
Kohn-Sham gap: 10.7793 eV
spin multiplicity: 1
structure (SMILES): C1=N\N=C/O/N=C\C/1
E: -10740.7412 eV

Cartesian coordinates (Å):
C (1.217, 0.624, -0.224)
N (0.899, 1.407, 0.631)
N (0.285, 0.727, 1.624)
C (-0.958, 0.553, 1.449)
O (-1.460, 1.178, 0.269)
N (-1.568, 0.200, -0.840)
C (-0.635, -0.611, -1.212)
C (0.683, -0.811, -0.426)
H (1.959, 1.024, -0.919)
H (-1.561, -0.244, 2.202)
H (-0.773, -1.480, -1.974)
H (0.648, -1.227, 0.488)
H (1.265, -1.342, -1.069)

Atoms 1-6, force components in eV/Å:
C 2.9 -3.0 -5.5
N 0.1 2.5 4.0
N -2.4 -0.1 2.3
C -0.3 -1.2 0.6
O -0.3 -2.9 0.1
N -0.8 -0.4 -1.5

***

C53H43IrN3OP2 | the ωB97M-V functional and the def2-TZVPD basis

Results
E_LUMO (alpha / beta): -8.969 / -8.972 eV
relative energy (zero: lowest compared OMol25 entry of this formula, charge and spin): 0.00 kcal/mol
Kohn-Sham gap (alpha / beta): 5.6142 / 5.6068 eV
spin multiplicity: 1
charge: +3
E: -83569.6529 eV

Cartesian coordinates (Å):
Ir (0.244, 0.530, 1.220)
C (-0.378, 3.131, 3.327)
C (-0.101, 1.855, 4.058)
C (-0.058, 1.823, 5.445)
C (0.117, 0.616, 6.097)
C (0.223, -0.551, 5.354)
C (0.178, -0.466, 3.977)
N (0.048, 0.725, 3.346)
C (0.241, -1.627, 3.081)
C (0.508, -2.898, 3.458)
C (0.623, -3.915, 2.460)
C (0.365, -3.636, 1.166)
C (-0.089, -2.321, 0.788)
N (0.007, -1.322, 1.749)
C (-0.574, -2.054, -0.464)
C (-0.362, -2.886, -1.649)
C (-0.010, -2.334, -2.814)
C (0.410, -0.904, -3.049)
C (-0.187, 0.291, -0.687)
C (-0.500, 1.694, -1.174)
N (-1.094, -0.747, -0.805)
H (-1.399, 3.457, 3.539)
H (-0.286, 3.014, 2.245)
H (0.287, 3.930, 3.650)
H (-0.179, 2.744, 6.000)
H (0.148, 0.578, 7.178)
H (0.323, -1.508, 5.843)
H (0.659, -3.147, 4.498)
H (0.912, -4.915, 2.756)
H (0.443, -4.402, 0.409)
H (-0.516, -3.957, -1.598)
H (0.066, -2.949, -3.706)
H (1.216, -0.920, -3.778)
H (0.167, 1.983, -1.985)
H (-0.303, 2.415, -0.359)
H (-1.527, 1.852, -1.491)
O (1.050, -0.294, -1.855)
C (-0.653, -0.012, -3.681)
C (-0.283, 0.684, -4.823)
C (-1.200, 1.450, -5.537)
C (-2.517, 1.528, -5.115)
C (-2.908, 0.849, -3.969)
C (-1.992, 0.082, -3.257)
P (-2.523, -0.689, -1.738)
C (-3.751, 0.274, -0.870)
C (-5.052, 0.232, -1.385)
C (-6.055, 0.979, -0.789)
C (-5.774, 1.751, 0.331)
C (-4.489, 1.778, 0.857)
C (-3.476, 1.047, 0.258)
C (-3.241, -2.291, -1.986)
C (-3.760, -2.967, -0.879)
C (-4.369, -4.197, -1.065)
C (-4.482, -4.729, -2.345)
C (-3.988, -4.040, -3.446)
C (-3.357, -2.820, -3.270)
C (2.300, -0.870, -1.478)
C (2.858, -1.876, -2.246)
C (4.130, -2.357, -1.957)
C (4.861, -1.837, -0.905)
C (4.282, -0.854, -0.122)
C (2.996, -0.366, -0.373)
P (2.389, 0.883, 0.770)
C (3.413, 0.846, 2.237)
C (4.234, 1.914, 2.595)
C (5.005, 1.827, 3.746)
C (4.969, 0.681, 4.526)
C (4.163, -0.393, 4.160)
C (3.386, -0.313, 3.018)
C (2.488, 2.480, -0.037)
C (2.134, 3.635, 0.672)
C (2.143, 4.864, 0.034)
C (2.505, 4.947, -1.307)
C (2.871, 3.805, -2.008)
C (2.863, 2.571, -1.378)
H (0.740, 0.620, -5.176)
H (-0.881, 1.977, -6.426)
H (-3.239, 2.114, -5.666)
H (-3.932, 0.940, -3.626)
H (-5.289, -0.385, -2.243)
H (-7.057, 0.950, -1.193)
H (-6.562, 2.324, 0.801)
H (-4.279, 2.369, 1.739)
H (-2.482, 1.068, 0.684)
H (-3.698, -2.536, 0.113)
H (-4.771, -4.733, -0.216)
H (-4.972, -5.683, -2.487)
H (-4.097, -4.453, -4.440)
H (-2.962, -2.284, -4.125)
H (2.345, -2.317, -3.084)
H (4.544, -3.139, -2.581)
H (5.858, -2.194, -0.688)
H (4.840, -0.448, 0.709)
H (4.290, 2.803, 1.980)
H (5.646, 2.653, 4.024)
H (5.582, 0.615, 5.415)
H (4.156, -1.295, 4.758)
H (2.782, -1.162, 2.719)
H (1.883, 3.576, 1.723)
H (1.888, 5.760, 0.583)
H (2.523, 5.910, -1.800)
H (3.181, 3.882, -3.042)
H (3.175, 1.687, -1.921)

Atoms 1-6, force components in eV/Å:
Ir 0.0 -0.2 0.4
C 0.0 0.0 0.0
C 0.0 0.0 0.0
C 0.0 0.0 -0.1
C 0.0 -0.1 0.0
C 0.0 0.1 0.1